*a*
The ion C5H6N with charge +1. Source: the OMol25 dataset; level of theory: ωB97M-V/def2-TZVPD.

Last column: Löwdin spin population.
Atoms and positions in Å:
C1 1.9827 0.5323 0.0942  0.33
C2 2.4097 -0.2159 -1.1003  0.21
C3 2.5424 -0.8978 -2.0825  0.40
C4 0.8182 0.1794 0.5066  0.61
C5 -1.5669 0.3496 0.2600  0.04
N1 -0.3002 -0.1959 0.8919  0.33
H1 2.7206 -1.6189 -2.9489  0.01
H2 2.5484 1.4897 0.3783  0.04
H3 -1.8627 -0.2603 -0.6549  0.01
H4 -2.1675 0.4816 1.1609  0.00
H5 -1.2405 1.3146 -0.1085  0.00
H6 -0.5156 -0.8030 1.6687  0.02

- E_HOMO (alpha / beta) (eV) = -10.99 / -16.07
- HOMO-LUMO gap (alpha / beta) (eV) = 6.59 / 7.63
- charge = +1
- multiplicity = 3

*b*
The ion C5H6N with charge +1. Source: the OMol25 dataset; level of theory: ωB97M-V/def2-TZVPD.

Last column: Löwdin spin population.
Atoms and positions in Å:
C1 -1.4798 -0.0729 0.0691  0.48
C2 -0.2239 -0.3594 -0.0627  0.45
C3 1.8992 1.0799 -0.0110  0.47
C4 -2.6568 0.4059 -0.0491  0.16
C5 0.9498 -1.3129 -0.0254  0.07
N1 1.1846 0.0663 -0.0327  0.19
H1 2.9934 0.7875 0.0303  0.02
H2 1.3033 1.9233 0.1243  0.03
H3 -3.1069 0.7245 0.9020  0.04
H4 -3.1757 0.4698 -0.9490  0.03
H5 1.3235 -1.7334 0.9607  0.03
H6 0.9893 -1.9787 -0.9564  0.02

- E_HOMO (alpha / beta) (eV) = -10.99 / -15.60
- HOMO-LUMO gap (alpha / beta) (eV) = 6.61 / 7.01
- charge = +1
- multiplicity = 3

What should be chosen as the least stable of them? Choose *b*.

*a*
A cluster of 2 separate species, C2H8N5 in total. Source: the OMol25 dataset; level of theory: ωB97M-V/def2-TZVPD.

Last column: Mulliken charge in e.
Atoms and positions in Å:
C1 -0.9642 0.9667 1.6596  -0.17
C2 2.0034 0.6939 -0.5062  -0.69
N1 -0.7363 2.3394 1.1794  -0.01
N2 0.1505 2.5220 0.4348  0.02
N3 -0.0082 0.1474 0.9332  -0.20
N4 0.7715 0.8671 0.3183  0.39
N5 -1.2122 -1.0831 -0.6577  -0.72
H1 -0.8831 0.8628 2.7346  0.32
H2 -1.9350 0.4945 1.4642  0.29
H3 2.1360 -0.3441 -0.6267  0.35
H4 1.7879 1.2059 -1.3302  0.32
H5 2.8025 1.1334 0.1069  0.31
H6 -1.8197 -1.6498 0.0010  0.29
H7 -0.3530 -1.6887 -0.6669  0.27
H8 -1.6365 -1.1614 -1.5446  0.23

- E_HOMO (eV) = -14.60
- HOMO-LUMO gap (eV) = 9.54
- charge = +1

*b*
A cluster of 3 separate species, C2H8N5 in total. Source: the OMol25 dataset; level of theory: ωB97M-V/def2-TZVPD.

Last column: Mulliken charge in e.
Atoms and positions in Å:
C1 -0.5744 1.2216 -0.4270  0.59
C2 0.4779 2.1707 -0.1700  -0.97
N1 1.5019 -0.1383 -0.5087  -0.54
N2 2.2816 -0.5284 0.2006  0.98
N3 -1.5005 0.5509 -0.4680  -0.58
N4 3.1355 -1.2005 0.6695  -0.77
N5 -2.3188 -1.7377 -0.0072  -0.52
H1 0.8182 2.1209 0.8541  0.30
H2 0.0070 3.1771 -0.2921  0.34
H3 1.3924 1.9827 -0.8900  0.33
H4 -2.0407 -0.7495 0.3338  0.41
H5 4.0058 -0.8741 1.1165  0.31
H6 -3.2748 -1.7659 -0.3552  0.36
H7 -2.1884 -2.3788 0.7967  0.37
H8 -1.7228 -1.8509 -0.8528  0.39

- E_HOMO (eV) = -13.46
- HOMO-LUMO gap (eV) = 10.10
- charge = +1

What should be chosen as the least stable of them? Choose *a*.

*a*
A cluster of 2 separate species, C5H11NP in total. Source: the OMol25 dataset; level of theory: ωB97M-V/def2-TZVPD.

Last column: Mulliken charge in e.
Atoms and positions in Å:
C1 -0.3214 2.0539 -0.9631  -0.50
C2 1.9758 -1.1437 -0.6388  -0.41
C3 0.8358 -2.0963 -0.4277  -0.37
C4 -0.7861 -0.5331 1.9097  -1.09
C5 0.3644 -0.0827 1.0916  -0.10
N1 0.8034 -0.7661 0.0836  0.14
P1 -1.8115 2.4938 -1.4388  0.15
H1 0.5662 2.2778 -1.5762  0.25
H2 2.9378 -1.0278 -0.0836  0.28
H3 2.0919 -0.5373 -1.5187  0.24
H4 0.0835 -2.1648 -1.3190  0.25
H5 1.0417 -2.9699 0.2331  0.32
H6 -0.6055 -0.3411 2.8802  0.40
H7 -1.6434 0.1908 1.7806  0.26
H8 -0.7687 -1.5728 1.7684  0.35
H9 0.8457 0.8147 1.1511  0.66
H10 -2.8895 2.1785 -0.5100  0.05
H11 -2.7201 3.2260 -2.4224  0.11

- E_HOMO (eV) = -12.48
- HOMO-LUMO gap (eV) = 8.28
- charge = +1

*b*
A structure of composition C5H11NP. Source: the OMol25 dataset; level of theory: ωB97M-V/def2-TZVPD.

Last column: Mulliken charge in e.
Atoms and positions in Å:
C1 -1.9615 -2.1173 0.9059  -0.86
C2 -0.7612 -1.5623 0.8952  -0.08
C3 0.8830 0.3121 1.6147  -0.67
C4 -0.5113 -0.1647 1.3062  0.03
C5 0.2196 0.7402 0.3694  0.29
N1 1.1853 0.6722 -2.3077  -0.75
P1 0.1059 1.9632 -0.7188  0.01
H1 -2.1018 -3.1418 0.6120  0.27
H2 -2.8429 -1.5783 1.2110  0.25
H3 0.1092 -2.1270 0.5888  0.28
H4 1.0393 1.0245 2.4133  0.28
H5 1.6988 -0.3948 1.5155  0.24
H6 -1.3299 0.2813 1.8616  0.43
H7 0.9636 -0.3014 -2.1010  0.32
H8 2.2004 0.7591 -2.2664  0.32
H9 0.9195 0.8317 -3.2808  0.32
H10 1.1372 2.8263 -1.0187  0.16
H11 -0.9531 1.9770 -1.6001  0.17

- E_HOMO (eV) = -13.12
- HOMO-LUMO gap (eV) = 8.51
- charge = +1

What should be chosen as the least stable of them? Choose *a*.

*a*
A cluster of 2 separate species, C4H12S2 in total. Source: the OMol25 dataset; level of theory: ωB97M-V/def2-TZVPD.

Last column: Löwdin spin population.
Atoms and positions in Å:
C1 -3.4360 0.6917 0.1874  0.07
C2 -1.9300 0.4820 0.0033  0.11
S1 -1.4445 -0.9627 -1.0292  0.22
H1 -3.7447 -0.2422 0.4690  0.00
H2 -3.6419 1.3420 0.9407  0.02
H3 -3.8957 0.9777 -0.7892  0.02
H4 -1.3994 0.3090 1.0126  0.03
H5 -1.5843 1.3772 -0.5219  0.06
H6 -1.9346 -0.7536 -2.2550  0.01
C3 2.0017 0.8549 -0.0884  0.05
S2 3.3547 0.1976 1.0189  0.32
C4 3.1009 -1.5903 0.5317  0.01
H7 1.1441 1.0508 0.4865  0.03
H8 2.4068 1.7977 -0.4292  0.03
H9 1.8245 0.2428 -0.9825  0.01
H10 3.6959 -1.8250 -0.3542  0.00
H11 1.9624 -1.7577 0.4876  0.00
H12 3.5201 -2.1920 1.3119  0.00

- E_HOMO (alpha / beta) (eV) = 1.19 / -5.30
- HOMO-LUMO gap (alpha / beta) (eV) = 2.03 / 8.64
- charge = -1
- multiplicity = 2

*b*
A cluster of 2 separate species, C4H12S2 in total. Source: the OMol25 dataset; level of theory: ωB97M-V/def2-TZVPD.

Last column: Löwdin spin population.
Atoms and positions in Å:
C1 1.4565 1.0383 -1.6073  0.03
C2 1.4352 1.9393 -0.4029  0.03
S1 -0.0117 0.6986 -2.6222  0.23
H1 2.2311 1.5654 -2.3631  0.01
H2 2.1105 0.2150 -1.4223  0.02
H3 0.6126 2.8055 -0.3031  0.00
H4 -0.2939 -0.4226 -2.1862  0.01
H5 2.4679 2.3757 -0.3900  0.01
H6 1.2310 1.4131 0.5131  0.01
C3 -1.1873 -2.0664 1.1123  0.07
C4 -0.9185 -0.8340 1.9366  0.05
S2 -1.9859 -1.7814 -0.4583  0.37
H7 -0.2230 -2.5269 0.9253  0.04
H8 -1.9310 -2.6430 1.7020  0.01
H9 0.2259 -0.6240 1.9141  0.02
H10 -2.4262 -0.5727 -0.8068  0.06
H11 -1.4248 -0.7175 2.8820  0.01
H12 -1.3686 0.1377 1.5769  0.00

- E_HOMO (alpha / beta) (eV) = 1.13 / -5.06
- HOMO-LUMO gap (alpha / beta) (eV) = 2.25 / 8.40
- charge = -1
- multiplicity = 2

What should be chosen as the least stable of them? Choose *b*.

*a*
A cluster of 2 separate species, C5H14S in total. Source: the OMol25 dataset; level of theory: ωB97M-V/def2-TZVPD.

Last column: Mulliken charge in e.
Atoms and positions in Å:
C1 -2.4158 -0.5299 -1.2500  -1.16
C2 -1.4177 0.3704 -2.0219  -0.26
C3 -0.0582 -0.3175 -2.1709  -0.89
H1 -1.9785 -0.9000 -0.2542  0.20
H2 -2.6314 -1.4039 -1.8753  0.34
H3 -3.3100 -0.0303 -0.9895  0.37
H4 -1.7969 0.6013 -2.9894  0.35
H5 -1.3313 1.3837 -1.5139  0.28
H6 -0.2149 -1.3552 -1.9090  0.32
H7 0.4396 -0.1315 -3.1234  0.32
H8 0.6437 0.2515 -1.5312  0.14
C4 0.6387 1.1023 1.6232  -0.59
S1 0.6430 -0.6297 2.1758  -0.07
C5 2.4461 -0.6663 2.7737  -0.91
H9 1.6541 1.4189 1.4150  0.27
H10 0.0520 1.2625 0.7098  0.04
H11 0.2164 1.7460 2.4133  0.34
H12 2.6663 -1.5853 3.3280  0.31
H13 2.8363 0.1382 3.3904  0.31
H14 2.9185 -0.7252 1.7994  0.30

- E_HOMO (eV) = -8.51
- structure (SMILES) = CCC.CSC
- HOMO-LUMO gap (eV) = 9.54

*b*
A cluster of 2 separate species, C5H14S in total. Source: the OMol25 dataset; level of theory: ωB97M-V/def2-TZVPD.

Last column: Mulliken charge in e.
Atoms and positions in Å:
C1 -0.5321 3.1802 -2.2980  -1.08
C2 0.1875 2.6281 -1.0629  -0.09
C3 -0.7809 1.9699 -0.0142  -1.08
H1 0.1125 2.9922 -3.2365  0.28
H2 -1.4180 2.7298 -2.5724  0.37
H3 -0.7207 4.3296 -2.2510  0.24
H4 1.0116 1.9662 -1.3381  0.29
H5 0.5706 3.5575 -0.4333  0.20
H6 -1.2515 1.1108 -0.5069  0.23
H7 -0.2781 1.7776 1.0074  0.27
H8 -1.5665 2.6793 0.3716  0.38
C4 0.3285 -1.1517 -0.4430  -0.68
S1 -0.3110 -2.0535 1.0667  -0.07
C5 1.2293 -2.7358 1.8195  -0.72
H9 0.9684 -1.8737 -1.0334  0.38
H10 -0.6117 -0.6913 -0.8961  0.17
H11 0.9916 -0.2887 -0.0777  0.18
H12 0.9189 -3.7820 2.2324  0.27
H13 1.5822 -2.0410 2.6122  0.24
H14 2.0736 -2.9557 1.0462  0.23

- E_HOMO (eV) = -8.47
- structure (SMILES) = CCC.CSC
- HOMO-LUMO gap (eV) = 9.47

What should be chosen as the least stable of them? Choose *b*.

*a*
The molecule C4H6Br2O. Source: the OMol25 dataset; level of theory: ωB97M-V/def2-TZVPD.

Last column: Mulliken charge in e.
Atoms and positions in Å:
C1 0.7149 0.5470 0.0418  0.24
C2 -0.3152 -0.5491 0.2073  0.80
C3 0.2973 1.9377 0.1363  -1.22
C4 -0.3278 -1.9159 -0.4073  -1.10
O1 -0.0942 -0.4721 1.5195  -0.52
Br1 2.4022 0.0276 -0.1103  0.02
Br2 -2.1962 0.1476 -0.1581  -0.29
H1 -0.3133 2.2125 1.1079  0.33
H2 -0.3887 2.1813 -0.5996  0.43
H3 1.1933 2.5332 -0.1042  0.36
H4 -1.4029 -2.3667 -0.0633  0.35
H5 0.5328 -2.4626 -0.0422  0.33
H6 -0.1023 -1.8205 -1.5276  0.29

- E_HOMO (eV) = -9.53
- HOMO-LUMO gap (eV) = 8.74

*b*
A cluster of 2 separate species, C4H6Br2O in total. Source: the OMol25 dataset; level of theory: ωB97M-V/def2-TZVPD.

Last column: Mulliken charge in e.
Atoms and positions in Å:
C1 0.8348 0.5626 1.6389  -0.86
C2 1.2690 0.2259 0.2612  0.64
O1 1.1147 0.8305 -0.7459  -0.41
Br1 2.3588 -1.5349 0.2142  -0.24
H1 1.6293 0.2067 2.3690  0.36
H2 -0.2039 0.1045 1.9512  0.21
H3 0.6332 1.6558 1.8243  0.30
C3 -1.0768 -0.4130 -1.9585  -0.60
C4 -1.4433 -0.1972 -0.7383  -0.26
Br2 -2.2630 -1.3084 0.5235  -0.11
H4 -0.6036 0.3319 -2.5420  0.25
H5 -1.1389 -1.2431 -2.5279  0.34
H6 -1.1104 0.7787 -0.2697  0.38

- E_HOMO (eV) = -9.70
- structure (SMILES) = CC(=O)Br.C=CBr
- HOMO-LUMO gap (eV) = 10.18

What should be chosen as the least stable of them? Choose *a*.